Entry from the Open Molecules 2025 dataset: a structure of composition C30H52N9O9P2Rb at a distorted geometry (wB97M-V/def2-TZVPD).

The calculation puts the orbital gap at 4.06 eV. Its max |F| is 3.560 eV Å⁻¹.

Structure (XYZ):
```
103
Properties=species:S:1:pos:R:3:forces:R:3:mulliken_charge:R:1
Rb -8.00233 5.37436 22.84889 -0.37 -0.07 -0.77 0.953
O -10.02925 4.98563 19.28596 0.07 -0.08 0.06 -1.020
H -10.29585 4.87146 18.35299 0.26 0.09 0.72 0.071
C -13.63763 8.40111 22.08057 0.04 -0.58 -1.40 -0.486
C -14.54109 7.41251 21.64932 0.98 -0.36 1.30 -0.528
C -15.89376 7.52871 21.88427 -0.44 0.09 -0.46 -0.387
C -16.38256 8.72511 22.42034 0.82 -1.02 0.67 0.179
C -15.47561 9.63981 22.88463 -0.34 1.99 -0.57 -0.332
C -14.12044 9.54898 22.60750 -0.43 0.37 0.93 -0.323
N -17.82116 8.98776 22.59579 0.04 0.26 -1.15 0.983
O -18.59734 8.12300 22.24433 0.09 -0.21 0.37 -0.591
O -18.13998 10.11424 22.91925 -0.04 -0.13 0.45 -0.579
H -12.57655 8.36559 21.88248 0.07 -0.52 -0.11 0.433
H -14.12107 6.46198 21.35524 -0.17 -0.03 -0.51 0.455
H -16.53190 6.69969 21.61612 -0.27 0.18 -0.02 0.427
H -15.82493 10.58586 23.27112 -0.28 -0.09 0.23 0.374
H -13.45788 10.36825 22.84457 -0.04 0.05 0.19 0.376
C -11.91674 -1.59305 21.07011 -0.98 -1.79 0.20 -0.155
C -11.67893 -0.27416 20.74494 -1.26 -0.49 -0.42 -0.740
C -12.56435 0.34844 19.87265 -0.15 0.43 0.21 -0.164
C -13.74026 -0.30211 19.42845 1.61 0.26 0.46 -0.156
C -13.98564 -1.61280 19.80995 0.56 -1.65 0.88 -0.064
C -13.06509 -2.34160 20.63921 0.91 3.37 -0.70 -0.691
N -14.72049 0.41744 18.60007 -2.60 1.45 -0.68 0.947
O -14.60700 1.62655 18.37385 1.19 -1.47 0.59 -0.547
O -15.75566 -0.16441 18.23705 1.71 -0.38 0.60 -0.581
H -11.20511 -2.09704 21.70728 0.04 -0.11 0.18 0.334
H -10.89807 0.28972 21.23351 0.24 -0.05 -0.36 0.416
H -12.25567 1.36224 19.66452 -0.80 0.27 -0.57 0.569
H -14.88085 -2.12153 19.48405 -0.12 0.20 -0.13 0.435
H -13.18004 -3.35569 20.99251 -0.33 0.03 -0.30 0.400
C -10.92979 2.46845 13.10492 -0.32 0.62 0.08 -0.558
C -10.26974 2.84865 14.25465 0.25 0.39 -0.50 -0.609
C -9.14575 3.64736 14.11728 1.85 0.03 0.05 -0.242
C -8.60614 4.01394 12.87215 -1.22 -1.09 -0.72 -0.040
C -9.30002 3.59686 11.72703 0.83 1.32 -0.31 -0.272
C -10.45045 2.92141 11.87059 -2.03 -2.10 0.75 -0.368
N -7.37753 4.81731 12.68962 -1.64 0.50 0.34 1.034
O -6.80776 5.11925 13.68964 1.30 0.03 1.90 -0.606
O -7.10949 5.27226 11.60839 -0.01 -0.43 -1.25 -0.599
H -11.87112 1.94158 13.15669 0.03 -0.24 -0.04 0.410
H -10.56062 2.60700 15.26628 -0.28 -0.21 -0.10 0.545
H -8.59873 3.82238 15.03190 0.17 0.59 -0.07 0.518
H -9.12186 3.84519 10.69118 1.00 0.41 0.22 0.415
H -11.02657 2.60830 11.01243 0.09 0.19 -0.28 0.367
O -3.29750 -0.58099 16.31961 -2.57 -0.29 -1.52 -0.818
P -4.56600 -1.06650 15.63227 0.08 -1.10 -0.34 0.433
N -4.62777 -2.84045 15.49110 -0.61 1.56 -0.38 0.111
C -3.84870 -3.51668 14.41674 -0.31 -0.25 0.64 -0.964
C -4.67225 -3.62626 16.74552 0.35 1.05 -0.43 -1.150
N -4.84035 -0.56091 14.01351 -0.50 0.06 0.15 0.240
C -6.09987 -0.85304 13.25782 0.53 -0.17 0.87 -0.976
C -3.87008 0.28234 13.31961 0.26 -0.07 1.58 -1.130
N -6.01783 -0.61021 16.40026 -1.14 -0.88 0.58 0.317
C -6.10883 0.61223 17.21628 1.48 -0.37 0.20 -1.086
C -7.33709 -1.29488 16.26219 0.98 -0.76 -0.36 -1.041
H -4.38262 -4.34644 13.95356 -0.68 0.08 0.05 0.325
H -3.00140 -4.04012 14.85966 0.48 0.36 0.10 0.311
H -3.51220 -2.89945 13.58374 -0.10 0.43 0.43 0.269
H -5.35403 -4.47666 16.75552 0.13 -0.23 -0.63 0.310
H -5.03559 -3.01038 17.56819 0.25 0.27 -0.03 0.342
H -3.63754 -3.91721 16.92668 -0.10 -0.41 0.55 0.417
H -6.97534 -0.28965 13.58069 0.09 0.16 0.52 0.209
H -6.03714 -0.58045 12.20432 0.68 -0.23 0.01 0.429
H -6.32892 -1.91405 13.35728 -0.12 -0.04 -0.17 0.349
H -3.17895 -0.39187 12.81379 0.19 0.70 -0.67 0.283
H -4.31529 1.10976 12.76709 -0.25 -0.59 -0.62 0.433
H -3.35460 0.84128 14.10061 0.60 -0.26 -0.03 0.349
H -5.34462 0.49675 17.98489 -0.11 0.31 0.37 0.342
H -5.83420 1.52721 16.69141 -0.30 0.04 -0.32 0.275
H -7.08451 0.71769 17.69063 0.07 -0.12 -0.26 0.404
H -7.92352 -0.89090 15.43697 -0.03 -0.12 -0.04 0.264
H -7.98442 -1.33026 17.13844 0.40 0.90 0.50 0.455
H -7.17964 -2.36785 16.15243 0.19 0.00 -0.76 0.300
O -12.98103 10.16800 13.36650 -0.96 -0.44 2.32 -0.875
P -13.77428 9.70070 14.57567 2.55 -0.45 -0.64 0.452
N -12.98039 8.52351 15.47800 0.57 1.37 -0.94 0.430
C -13.51212 7.68798 16.47787 -0.27 -1.82 0.13 -1.330
C -11.52562 8.38672 15.36909 -0.60 0.08 -2.01 -1.231
N -15.21350 8.97534 14.14883 -1.79 1.64 1.31 0.156
C -15.18865 7.80907 13.30541 0.65 -0.64 0.33 -1.013
C -16.20997 9.96632 13.71458 0.34 0.52 -1.13 -1.108
N -14.03435 10.86084 15.74923 -0.07 1.31 -1.52 0.259
C -13.07030 11.95880 16.01476 -0.03 -1.10 -0.46 -1.050
C -14.87444 10.63078 16.88523 -0.50 -0.12 -0.47 -1.259
H -12.88856 7.65782 17.37138 -0.28 0.54 0.42 0.471
H -13.34793 6.69131 16.06824 -0.53 -0.78 0.34 0.493
H -14.57590 7.79391 16.69056 0.15 0.26 0.00 0.311
H -11.39808 8.08882 14.32838 0.72 -0.28 -0.08 0.356
H -11.14572 7.58719 16.00513 0.00 0.41 0.18 0.533
H -11.00734 9.34440 15.41734 0.17 -0.08 0.66 0.238
H -16.16953 7.47214 12.97009 -0.22 0.60 0.06 0.400
H -14.55061 8.01401 12.44575 0.09 -0.50 -0.20 0.360
H -14.85314 6.98473 13.93469 0.56 -0.18 -0.41 0.197
H -16.29832 10.83006 14.37355 -0.21 -0.43 0.38 0.328
H -15.89349 10.41702 12.77394 0.31 0.16 -0.36 0.406
H -17.16605 9.53255 13.42160 -0.09 -0.29 0.79 0.359
H -12.54362 11.71034 16.93616 0.10 0.13 0.24 0.344
H -12.31246 12.03318 15.23485 -0.27 -0.04 -0.16 0.339
H -13.56925 12.91999 16.13821 -0.16 -0.02 -0.05 0.318
H -14.32641 10.12031 17.67717 -0.04 0.33 0.49 0.315
H -15.72840 10.00535 16.62507 -0.02 -0.04 -0.05 0.342
H -15.25443 11.62605 17.11577 -0.14 -0.18 0.88 0.457
```
Positions in Å, forces in eV/Å.